No. 1
The following is a quantum chemistry calculation of a molecular structure, C37H31Cl2IN3O4PSW, from the OMol25 dataset.

Geometry (Å):
W: -0.990 0.688 1.093
I: 1.268 -0.845 2.020
C: 2.114 -1.972 0.478
C: 2.337 -3.290 0.775
C: 3.184 -4.060 -0.043
C: 3.838 -3.456 -1.076
C: 3.626 -2.090 -1.386
C: 4.393 -1.476 -2.401
C: 4.252 -0.146 -2.667
C: 3.253 0.583 -2.004
C: 2.441 0.023 -1.040
P: 0.952 1.055 -0.707
C: 1.653 2.688 -0.343
C: 2.736 2.725 0.539
C: 3.208 3.934 1.022
C: 2.602 5.124 0.640
C: 1.532 5.100 -0.241
C: 1.058 3.891 -0.731
C: 0.261 1.060 -2.401
C: -0.557 -0.014 -2.760
C: -1.054 -0.117 -4.051
C: -0.739 0.850 -4.996
C: 0.089 1.909 -4.652
C: 0.593 2.015 -3.363
C: 2.686 -1.322 -0.643
H: 1.897 -3.745 1.655
H: 3.334 -5.102 0.189
H: 4.553 -4.009 -1.672
H: 5.113 -2.077 -2.944
H: 4.865 0.343 -3.411
H: 3.105 1.615 -2.296
H: 3.224 1.807 0.844
H: 4.054 3.948 1.698
H: 2.972 6.067 1.019
H: 1.071 6.025 -0.563
H: 0.256 3.917 -1.459
H: -0.796 -0.785 -2.034
H: -1.681 -0.958 -4.321
H: -1.127 0.771 -6.003
H: 0.352 2.655 -5.391
H: 1.257 2.832 -3.125
Cl: -1.506 -0.195 3.449
C: -1.650 1.346 4.323
C: -2.361 1.322 5.500
C: -2.446 2.507 6.219
C: -1.826 3.654 5.758
C: -1.116 3.631 4.568
Cl: -0.366 5.084 4.015
C: -1.015 2.463 3.803
S: -0.158 2.497 2.256
H: -2.836 0.415 5.847
H: -3.004 2.533 7.146
H: -1.891 4.580 6.312
N: -1.680 2.140 -0.484
C: -3.007 2.746 -0.212
C: -3.449 2.295 1.159
O: -4.230 2.837 1.867
O: -2.847 1.125 1.461
H: -0.994 2.887 -0.463
H: -1.654 1.751 -1.423
H: -3.739 2.381 -0.931
H: -2.979 3.829 -0.282
O: 1.178 -6.671 0.734
C: -0.149 -6.678 0.262
N: -0.510 -5.285 0.070
C: -1.820 -4.977 -0.082
O: -2.706 -5.802 0.005
C: -2.207 -3.531 -0.292
C: -3.449 -3.314 -0.881
C: -3.908 -2.019 -0.999
C: -3.143 -0.993 -0.479
N: -1.949 -1.179 0.109
C: -1.487 -2.444 0.167
H: 1.505 -7.577 0.732
H: -0.845 -7.102 0.983
H: -0.233 -7.228 -0.679
H: 0.215 -4.659 -0.243
H: -4.027 -4.167 -1.212
H: -4.861 -1.792 -1.457
H: -3.510 0.018 -0.512
H: -0.524 -2.589 0.634

Its largest force on an atom is 0.38 eV/Å. As for the net charge: +2. The calculation puts the energy above the lowest of the compared OMol25 structures with the same formula, charge and spin at 9.1 kcal per mole. Its HOMO-LUMO gap (alpha / beta) is 6.93 / 6.67 eV. As for the LUMO energy (alpha / beta): -0.2454 / -0.2437 hartree. For the highest occupied orbital energy (alpha / beta), the calculation gives -13.610 / -13.298 eV.



No. 2
The following is a quantum chemistry calculation of 2 unconnected molecules or ions with the total composition C2H8O2, from the OMol25 dataset.

Geometry (Å):
O: -1.202 1.688 -3.104
C: -1.418 2.641 -2.067
H: -2.051 1.413 -3.509
H: -2.478 2.890 -1.891
H: -0.882 3.562 -2.350
H: -0.986 2.257 -1.127
O: 2.326 -2.551 1.646
C: 1.345 -2.433 2.686
H: 2.069 -2.133 0.798
H: 1.141 -3.477 2.976
H: 0.397 -1.961 2.378
H: 1.738 -1.895 3.565

Its largest force on an atom is 1.15 eV/Å. As for the net charge: 0. The calculation puts the energy above the lowest of the compared OMol25 structures with the same formula, charge and spin at 21.8 kcal per mole. Its HOMO-LUMO gap is 11.04 eV. As for the LUMO energy: 0.0264 hartree. The SMILES is CO.CO. For the highest occupied orbital energy, the calculation gives -10.320 eV.



No. 3
The following is a quantum chemistry calculation of C2H3BrO in the gas phase, from the OMol25 dataset.

Geometry (Å):
C: 0.730 0.662 0.109
C: -0.300 -0.638 -0.048
O: 1.602 0.976 0.798
Br: -2.074 -0.069 0.570
H: -0.194 -0.599 -1.188
H: 0.271 1.221 -0.690
H: -0.035 -1.553 0.449

Its largest force on an atom is 5.23 eV/Å. As for the net charge: 0. The calculation puts the energy above the lowest of the compared OMol25 structures with the same formula, charge and spin at 29.3 kcal per mole. Its HOMO-LUMO gap is 10.17 eV. As for the LUMO energy: 0.0111 hartree. The SMILES is O=CCBr. For the highest occupied orbital energy, the calculation gives -9.870 eV.



No. 4
The following is a quantum chemistry calculation of a molecular structure, C24H56Br12O2P2Si2, from the OMol25 dataset.

Geometry (Å):
C: -3.293 -5.670 -0.344
C: -1.933 -5.217 -1.110
C: -2.295 -4.136 -2.244
C: -1.015 -3.428 -2.898
C: -1.439 -2.176 -3.839
C: -1.173 -0.757 -3.086
C: 0.393 -0.432 -3.207
C: 0.899 0.782 -2.287
C: 2.189 0.266 -1.467
Si: 3.270 1.685 -0.736
O: 2.329 2.896 0.070
Si: 1.753 2.418 1.631
P: 2.525 0.496 2.393
O: 4.031 0.695 2.773
P: 4.487 2.710 -2.311
C: 3.389 3.787 -3.415
C: 5.256 1.253 -3.278
C: 5.577 1.578 -4.818
H: -3.769 -4.704 0.070
H: -4.055 -6.123 -1.072
H: -3.047 -6.374 0.520
H: -1.480 -6.177 -1.541
H: -1.239 -4.812 -0.301
H: -3.070 -3.387 -1.837
H: -2.810 -4.729 -3.087
H: -0.508 -4.206 -3.585
H: -0.216 -3.113 -2.139
H: -0.722 -2.189 -4.742
H: -2.525 -2.277 -4.199
H: -1.752 0.038 -3.688
H: -1.559 -0.813 -2.011
H: 0.962 -1.394 -2.923
H: 0.603 -0.278 -4.331
H: 0.097 1.131 -1.554
H: 1.224 1.691 -2.892
H: 2.787 -0.400 -2.184
H: 1.788 -0.439 -0.649
H: 4.283 1.040 0.134
H: 2.174 3.463 2.581
H: 0.273 2.468 1.626
H: 1.813 0.035 3.572
H: 2.490 -0.593 1.463
H: 2.450 3.282 -3.815
H: 3.070 4.743 -2.856
H: 4.033 4.162 -4.293
H: 6.248 1.005 -2.746
H: 4.627 0.304 -3.218
H: 5.073 2.508 -5.231
H: 5.239 0.699 -5.485
H: 6.717 1.634 -4.928
Br: -3.522 -7.494 -4.315
C: -3.575 -9.368 -3.784
C: -4.167 -9.530 -2.406
Br: -2.886 -9.033 -1.024
H: -2.558 -9.750 -3.864
H: -4.202 -9.857 -4.531
H: -4.404 -10.577 -2.211
H: -5.058 -8.924 -2.246
Br: 0.403 3.538 3.858
C: -0.319 4.199 5.558
C: -0.444 5.702 5.543
Br: 1.292 6.556 5.789
H: 0.323 3.836 6.345
H: -1.302 3.732 5.652
H: -1.051 6.044 6.382
H: -0.861 6.093 4.615
Br: 1.230 5.577 10.953
C: 0.592 6.790 9.568
C: -0.908 6.945 9.625
Br: -1.809 5.390 8.868
H: 0.950 6.402 8.615
H: 1.084 7.742 9.775
H: -1.230 7.787 9.011
H: -1.290 7.072 10.637
Br: -6.576 -5.508 -6.635
C: -8.063 -6.733 -6.337
C: -7.706 -7.791 -5.323
Br: -6.558 -9.159 -6.101
H: -8.337 -7.143 -7.309
H: -8.877 -6.107 -5.970
H: -8.600 -8.323 -4.993
H: -7.183 -7.394 -4.452
Br: 4.050 7.365 -3.890
C: 3.709 8.542 -2.374
C: 3.911 7.820 -1.064
Br: 2.408 6.646 -0.664
H: 2.701 8.936 -2.499
H: 4.428 9.356 -2.479
H: 3.945 8.530 -0.237
H: 4.809 7.204 -1.046
Br: 1.700 2.038 5.998
C: 1.674 0.176 6.579
C: 1.059 0.039 7.950
Br: 2.302 0.597 9.342
H: 2.700 -0.188 6.528
H: 1.071 -0.345 5.833
H: 0.838 -1.007 8.168
H: 0.153 0.632 8.077

Its largest force on an atom is 5.18 eV/Å. As for the net charge: 0. Its HOMO-LUMO gap is 7.89 eV. As for the LUMO energy: 0.0079 hartree. For the highest occupied orbital energy, the calculation gives -7.672 eV.



No. 5
The following is a quantum chemistry calculation of 2 unconnected molecules or ions with the total composition C2H2N2OS2, from the OMol25 dataset.

Geometry (Å):
C: -0.587 -0.500 -0.994
C: -0.883 -0.445 1.424
N: -0.504 0.711 -0.546
N: -0.581 0.696 0.779
O: 2.008 -0.532 -0.426
S: -0.898 -1.673 0.308
S: 2.279 0.823 0.094
H: -0.249 -0.752 -1.971
H: -0.585 1.671 1.332

Its largest force on an atom is 4.03 eV/Å. As for the net charge: 0. The calculation puts the energy above the lowest of the compared OMol25 structures with the same formula, charge and spin at 81.8 kcal per mole. Its HOMO-LUMO gap (alpha / beta) is 7.57 / 7.53 eV. As for the LUMO energy (alpha / beta): -0.0582 / -0.0572 hartree. For the highest occupied orbital energy (alpha / beta), the calculation gives -9.150 / -9.083 eV.



No. 6
The following is a quantum chemistry calculation of 2 unconnected molecules or ions with the total composition CHClFO3, from the OMol25 dataset.

Geometry (Å):
C: 0.091 -0.763 -0.301
O: 3.855 0.356 0.131
O: 1.708 0.387 0.242
O: 2.802 -0.117 -0.191
F: 0.282 -0.644 -1.569
Cl: 0.260 -2.230 0.388
H: -0.521 0.042 0.140

Its largest force on an atom is 1.51 eV/Å. As for the net charge: +1. The calculation puts the energy above the lowest of the compared OMol25 structures with the same formula, charge and spin at 63.6 kcal per mole. Its HOMO-LUMO gap (alpha / beta) is 9.79 / 9.79 eV. As for the LUMO energy (alpha / beta): -0.2976 / -0.2974 hartree. For the highest occupied orbital energy (alpha / beta), the calculation gives -17.888 / -17.887 eV.



No. 7
The following is a quantum chemistry calculation of a molecular structure, C38H28BBrF6N8O5SbTi, from the OMol25 dataset.

Geometry (Å):
Ti: 0.443 -1.218 -0.486
O: 0.024 -2.572 -2.048
C: -0.984 -3.239 -2.290
C: -2.288 -2.959 -1.754
C: -3.383 -3.721 -2.162
C: -4.633 -3.399 -1.698
C: -4.832 -2.316 -0.828
C: -3.769 -1.555 -0.428
C: -2.460 -1.855 -0.880
O: -1.469 -1.133 -0.492
N: -5.781 -4.189 -2.125
O: -6.873 -3.893 -1.673
O: -5.598 -5.067 -2.948
H: -0.898 -4.058 -3.013
H: -3.253 -4.559 -2.835
H: -5.833 -2.102 -0.483
H: -3.893 -0.718 0.244
Br: 1.687 6.634 -0.426
C: 1.728 5.819 1.283
C: 2.616 4.782 1.518
C: 2.628 4.163 2.755
C: 1.759 4.591 3.755
C: 0.919 5.672 3.525
C: 0.881 6.277 2.278
N: 1.782 4.060 5.088
N: 1.769 2.842 5.290
C: 1.559 1.939 4.206
C: 2.456 0.913 4.063
C: 2.428 0.063 2.944
C: 1.445 0.209 1.990
O: 1.449 -0.493 0.878
C: 0.417 1.186 2.198
N: -0.575 1.217 1.283
C: -1.536 2.086 1.428
C: -1.613 2.969 2.528
C: -0.623 2.941 3.467
C: 0.464 2.052 3.308
H: 3.283 4.447 0.736
H: 3.312 3.345 2.937
H: 0.280 6.022 4.326
H: 0.208 7.100 2.085
H: 3.245 0.815 4.798
H: 3.182 -0.700 2.806
H: -2.301 2.093 0.657
H: -2.455 3.641 2.625
H: -0.669 3.585 4.337
B: 0.301 -4.823 0.153
N: -0.484 -3.950 1.175
C: -1.377 -4.415 2.058
C: -1.867 -3.353 2.795
C: -1.194 -2.247 2.276
N: -0.361 -2.615 1.304
N: 1.678 -4.166 -0.099
C: 2.846 -4.822 -0.119
C: 3.874 -3.910 -0.255
C: 3.230 -2.678 -0.303
N: 1.912 -2.840 -0.212
H: -0.343 -4.951 -0.869
H: 0.494 -5.902 0.656
H: -1.586 -5.470 2.112
H: -2.584 -3.379 3.596
H: -1.279 -1.211 2.552
H: 2.860 -5.893 -0.019
H: 4.929 -4.101 -0.326
H: 3.653 -1.693 -0.406
C: -2.619 2.121 -4.118
C: -2.462 0.737 -3.894
C: -1.503 0.283 -3.036
C: -0.635 1.159 -2.334
C: 0.352 0.708 -1.396
C: 1.267 1.633 -0.957
C: 1.205 2.996 -1.317
C: 0.191 3.455 -2.099
C: -0.746 2.543 -2.637
C: -1.767 2.995 -3.512
H: -3.389 2.480 -4.790
H: -3.093 0.031 -4.421
H: -1.365 -0.779 -2.927
H: 2.078 1.331 -0.307
H: 1.967 3.674 -0.956
H: 0.108 4.507 -2.351
H: -1.841 4.060 -3.705
F: 2.068 -1.076 -2.154
Sb: 3.350 -0.440 -3.478
F: 4.461 -1.892 -3.002
F: 4.126 0.563 -2.071
F: 4.626 0.158 -4.729
F: 2.210 0.990 -3.917
F: 2.463 -1.535 -4.731

Its largest force on an atom is 0.59 eV/Å. As for the net charge: -1. The calculation puts the energy above the lowest of the compared OMol25 structures with the same formula, charge and spin at 37.9 kcal per mole. Its HOMO-LUMO gap is 6.80 eV. As for the LUMO energy: 0.0446 hartree. For the highest occupied orbital energy, the calculation gives -5.585 eV.



No. 8
The following is a quantum chemistry calculation of a molecular structure, C10H7N3O4S7Ti, from the OMol25 dataset.

Geometry (Å):
Ti: 0.597 0.418 0.004
O: -0.069 -0.384 1.591
C: -0.934 -0.211 2.539
C: -0.541 -0.215 3.889
C: -1.480 -0.037 4.883
C: -2.825 0.146 4.571
C: -3.225 0.133 3.245
C: -2.305 -0.053 2.215
C: -2.698 -0.150 0.811
N: -1.908 -0.225 -0.243
C: -2.720 -0.332 -1.338
C: -4.023 -0.317 -0.953
N: -4.003 -0.210 0.419
H: 0.510 -0.358 4.102
H: -1.162 -0.031 5.920
H: -3.555 0.299 5.357
H: -4.277 0.280 3.021
H: -2.297 -0.388 -2.326
H: -4.939 -0.356 -1.513
H: -4.799 -0.162 1.025
S: 2.912 -0.780 0.607
S: 2.326 -2.467 1.535
S: 0.773 -3.202 0.178
S: 0.693 -1.767 -1.246
S: -1.813 3.290 -2.900
C: -0.855 2.367 -1.902
S: -0.781 2.566 -0.193
S: 0.039 0.994 -2.425
O: 2.984 3.298 0.857
N: 2.267 2.344 0.656
O: 2.169 1.777 -0.477
O: 1.541 1.806 1.521

Its largest force on an atom is 0.89 eV/Å. As for the net charge: -2. The calculation puts the energy above the lowest of the compared OMol25 structures with the same formula, charge and spin at 22.6 kcal per mole. Its HOMO-LUMO gap is 5.51 eV. As for the LUMO energy: 0.1678 hartree. For the highest occupied orbital energy, the calculation gives -0.943 eV.



Which formula does entry 7 have? C38H28BBrF6N8O5SbTi



Look up the net charge of the second one. 0



net charge of number 5 (C2H2N2OS2)? 0



Which of these has the highest net charge? C37H31Cl2IN3O4PSW